Version P
Computed, not measured: an isolated molecule of C4H11N3S, with the ωB97M-V functional and the def2-TZVPD basis.

Structure (XYZ):
```
19
Properties=species:S:1:pos:R:3:lowdin_charge:R:1
C 1.050 1.267 -1.076 -0.08
C 0.110 1.300 0.172 -0.43
C -1.380 0.924 -0.133 -0.18
N -1.353 -0.535 -0.535 -0.15
S 0.000 -1.260 0.328 0.69
N -0.750 -2.288 1.239 -0.28
N 1.092 -1.742 -0.610 -0.26
C 0.569 0.274 1.116 -0.25
H 0.493 0.783 -1.885 0.07
H 1.969 0.675 -0.806 0.07
H 1.178 2.316 -1.427 0.08
H 0.115 2.288 0.699 0.15
H -1.867 0.889 0.909 0.14
H -1.866 1.455 -0.949 0.11
H -2.128 -1.050 -0.241 0.04
H -0.282 -3.203 1.134 0.00
H 0.962 -2.719 -1.046 0.06
H 1.700 0.177 0.924 0.11
H 0.391 0.448 2.186 0.12
```

## Properties
Structure (SMILES): C[C@H]1CNS(=N)(=N)C1
Frontier orbital gap (hartree): 0.355
HOMO energy (eV): -8.82


Version Q
Computed, not measured: an isolated molecule of C4H11N3S, with the ωB97M-V functional and the def2-TZVPD basis.

Structure (XYZ):
```
19
Properties=species:S:1:pos:R:3:lowdin_charge:R:1
C 0.581 -2.195 -0.645 -0.03
C -0.331 -0.872 -0.126 -0.36
N -1.620 -1.002 -0.395 -0.36
S -3.039 -0.482 0.540 0.57
C 0.357 0.200 0.603 -0.42
N 1.631 -0.357 1.113 0.03
C 0.417 1.510 -0.159 -0.23
N -0.985 1.714 -0.695 -0.06
H 1.238 -2.574 0.315 0.12
H 0.106 -2.897 -1.313 0.04
H 1.326 -1.720 -1.327 0.05
H -2.850 0.877 1.268 -0.08
H -0.311 0.475 1.566 0.17
H 2.200 -0.124 0.352 0.04
H 1.867 0.163 2.001 0.11
H 1.055 1.281 -0.967 0.08
H 0.813 2.440 0.326 0.13
H -1.289 2.672 -1.005 0.08
H -1.167 0.891 -1.456 0.12
```

## Properties
Structure (SMILES): C/C(=N/S)[C@@H](N)CN
Frontier orbital gap (hartree): 0.335
HOMO energy (eV): -8.48


Relative energies with respect to the most stable structure, expressed in eV: version P 0.000; version Q 0.182.


Version P
Computed, not measured: a cluster of 4 separate species, CH11NO3 in total, with the ωB97M-V functional and the def2-TZVPD basis.

Structure (XYZ):
```
16
Properties=species:S:1:pos:R:3:lowdin_charge:R:1
C -1.390 -2.039 0.507 -0.08
N -0.250 -1.050 0.556 -0.03
H -1.384 -2.648 1.407 0.07
H -2.307 -1.459 0.423 0.08
H -1.228 -2.647 -0.377 0.07
H 0.450 -1.423 1.178 0.10
H 0.191 -0.974 -0.351 0.08
O -0.246 1.288 1.182 -0.20
H -0.521 0.215 1.075 0.01
H -0.426 1.620 2.079 0.03
O 1.522 2.283 -0.479 -0.10
H 0.955 2.153 0.322 -0.01
H 2.246 2.910 -0.339 0.04
O 0.694 0.184 -2.483 -0.08
H 0.946 0.622 -1.656 -0.01
H 0.746 0.965 -3.046 0.04
```

## Properties
Structure (SMILES): CN.O.O.O
Frontier orbital gap (hartree): 0.399
HOMO energy (eV): -10.05


Version Q
Computed, not measured: a cluster of 4 separate species, CH11NO3 in total, with the ωB97M-V functional and the def2-TZVPD basis.

Structure (XYZ):
```
16
Properties=species:S:1:pos:R:3:lowdin_charge:R:1
C -0.022 1.772 0.376 -0.16
N 0.850 1.731 -0.808 -0.08
H 0.508 2.202 1.227 0.08
H -0.518 0.828 0.517 0.05
H -0.760 2.584 0.296 0.07
H 0.277 1.810 -1.649 0.07
H 1.364 2.605 -0.914 0.07
O 0.306 -1.737 1.685 -0.07
H 0.741 -1.686 0.821 -0.01
H 0.077 -2.669 1.771 0.04
O -2.593 -1.331 0.151 -0.07
H -1.707 -1.149 0.486 -0.01
H -2.471 -2.102 -0.424 0.04
O 1.144 -1.327 -1.041 -0.07
H 0.921 -0.396 -0.860 0.00
H 1.883 -1.133 -1.633 0.05
```

## Properties
Structure (SMILES): CN.O.O.O
Frontier orbital gap (hartree): 0.399
HOMO energy (eV): -10.18


Relative energies with respect to the most stable structure, expressed in eV: version P 0.062; version Q 0.000.


Version P
Computed, not measured: a cluster of 2 separate species, C4H12O3 in total, with the ωB97M-V functional and the def2-TZVPD basis.

Structure (XYZ):
```
19
Properties=species:S:1:pos:R:3:lowdin_charge:R:1
O 1.722 -1.199 2.105 -0.07
C 0.953 -0.360 1.259 -0.28
C -0.551 -0.557 1.445 -0.20
C -1.372 -0.484 0.159 -0.18
C -1.394 0.911 -0.458 -0.27
O -1.404 0.896 -1.879 -0.08
H 1.413 -1.079 3.013 0.09
H 1.230 0.685 1.407 0.11
H 1.247 -0.660 0.251 0.11
H -0.925 0.169 2.165 0.11
H -0.719 -1.535 1.906 0.11
H -2.391 -0.824 0.335 0.11
H -0.932 -1.156 -0.572 0.12
H -0.590 1.543 -0.072 0.11
H -2.276 1.487 -0.175 0.12
H -0.489 0.788 -2.168 0.04
O 1.594 0.581 -2.189 -0.05
H 1.651 0.886 -3.101 0.06
H 1.488 1.383 -1.663 0.05
```

## Properties
Structure (SMILES): OCCCCO.O
Frontier orbital gap (hartree): 0.393
HOMO energy (eV): -10.17


Version Q
Computed, not measured: a cluster of 3 separate species, C4H12O3 in total, with the ωB97M-V functional and the def2-TZVPD basis.

Structure (XYZ):
```
19
Properties=species:S:1:pos:R:3:lowdin_charge:R:1
C 0.873 -2.094 0.298 -0.11
C 1.979 -1.070 0.420 -0.27
C 1.529 0.391 0.284 -0.18
C 0.547 0.760 1.360 -0.30
O -0.556 1.176 1.151 0.06
H 1.283 -3.096 0.147 0.07
H 0.156 -1.926 -0.495 0.07
H 0.285 -2.146 1.214 0.07
H 2.762 -1.217 -0.332 0.11
H 2.480 -1.180 1.383 0.11
H 1.043 0.613 -0.660 0.12
H 2.411 1.006 0.464 0.12
H 0.910 0.618 2.396 0.13
O -0.086 5.801 -0.946 -0.06
H -0.689 5.980 -0.217 0.03
H 0.485 6.574 -1.024 0.03
O -5.201 -3.481 -1.443 -0.06
H -5.856 -3.227 -2.102 0.03
H -4.354 -3.485 -1.899 0.03
```

## Properties
Structure (SMILES): CCCC=O.O.O
Frontier orbital gap (hartree): 0.387
HOMO energy (eV): -9.63


Version R
Computed, not measured: a cluster of 2 separate species, C4H12O3 in total, with the ωB97M-V functional and the def2-TZVPD basis.

Structure (XYZ):
```
19
Properties=species:S:1:pos:R:3:lowdin_charge:R:1
O -0.188 -1.413 -1.911 -0.08
C -0.360 -0.810 -0.574 -0.19
C 1.031 -0.404 0.123 -0.17
C 0.834 -0.142 1.572 -0.20
C 0.590 1.225 2.271 -0.28
O -0.748 1.491 2.563 -0.04
H 0.072 -2.313 -1.737 0.07
H -0.892 -1.417 0.071 0.08
H -0.835 0.100 -0.814 0.09
H 1.487 0.484 -0.409 0.14
H 1.546 -1.305 0.173 0.08
H -0.174 -0.635 1.675 0.11
H 1.556 -0.619 2.248 0.11
H 1.192 1.132 3.088 0.07
H 1.174 2.008 1.712 0.13
H -1.206 1.333 1.720 0.09
O -1.283 0.523 -4.072 -0.08
H -1.643 0.109 -3.237 0.04
H -2.156 0.654 -4.461 0.03
```

## Properties
Structure (SMILES): OCCCCO.O
Frontier orbital gap (hartree): 0.400
HOMO energy (eV): -10.25


Relative energies with respect to the most stable structure, expressed in eV: version P 0.056; version Q 0.000; version R 1.559.